1.
Density functional theory data (ωB97M-V/def2-TZVPD) for C24H72AsF6N8O12 as an isolated structure.

Computed properties:
F_max: 4.7 eV/A
E_HOMO: -13.5 eV
charge: +3
orbital gap: 6.15 eV
total energy: -5132.3510 hartree
E_LUMO: -0.2707 Ha

Positions of all 123 atoms, in Å:
C -23.3709 -4.1272 -12.1058
C -22.9379 -5.5987 -12.0110
C -24.1694 -6.5651 -11.8261
O -24.8372 -5.9641 -10.7404
C -25.0174 -6.7972 -9.6135
N -22.1151 -5.9444 -13.2034
H -21.1117 -6.0847 -13.1546
H -22.4758 -6.8117 -13.5884
H -22.2165 -5.2423 -13.9352
H -24.2090 -3.6867 -11.5672
H -23.8107 -4.0288 -13.1025
H -22.5405 -3.4313 -11.9895
H -22.2127 -5.9127 -11.2591
H -23.8002 -7.5512 -11.5428
H -24.6877 -6.5237 -12.7864
H -24.0273 -7.1114 -9.2787
H -25.5981 -7.7112 -9.7567
H -25.5892 -6.2867 -8.8403
C -26.9701 -3.5740 -15.6904
C -27.1554 -4.6860 -16.6608
C -28.4125 -4.7111 -17.5612
O -28.2980 -3.5130 -18.2935
C -29.3825 -3.3788 -19.1951
N -25.8619 -4.7897 -17.4101
H -25.0592 -4.3965 -16.9181
H -25.5160 -5.7441 -17.4393
H -25.9094 -4.4158 -18.3521
H -26.7587 -2.6322 -16.1979
H -26.1891 -3.7347 -14.9490
H -27.9475 -3.4101 -15.2343
H -27.2598 -5.6427 -16.1446
H -29.2431 -4.8350 -16.8642
H -28.3797 -5.5546 -18.2538
H -29.3815 -2.3370 -19.5164
H -30.3298 -3.3811 -18.6499
H -29.4933 -4.0776 -20.0241
C -24.0852 2.0599 -9.9448
C -22.8470 2.3365 -10.8205
C -22.0818 1.0095 -10.7270
O -21.2049 0.7831 -11.7899
C -20.2350 -0.1409 -11.4380
N -23.2759 2.6621 -12.2201
H -23.6040 1.8055 -12.6614
H -23.9620 3.4052 -12.2591
H -22.5241 2.9132 -12.8566
H -24.6294 2.9951 -9.7981
H -23.8090 1.7246 -8.9455
H -24.7619 1.3157 -10.3629
H -22.4012 3.2969 -10.5634
H -22.6574 0.0847 -10.6649
H -21.5283 1.1810 -9.7993
H -20.6898 -0.9387 -10.8435
H -19.5458 0.3469 -10.7449
H -19.7452 -0.5987 -12.2951
C -27.7442 3.2862 -14.7803
C -27.9475 4.4826 -15.6629
C -28.8752 4.2800 -16.8696
O -29.5178 5.3202 -17.5265
C -30.6919 5.8486 -17.0041
N -28.5067 5.6158 -14.7668
H -27.9149 5.7047 -13.9494
H -28.4642 6.5161 -15.2334
H -29.4750 5.3780 -14.5865
H -27.1555 3.4464 -13.8775
H -27.2383 2.5975 -15.4574
H -28.6823 2.8396 -14.4454
H -27.0609 5.0224 -15.9974
H -29.5636 3.4480 -16.6970
H -28.2141 3.8699 -17.6355
H -31.5208 5.2755 -16.5798
H -31.1976 6.4596 -17.7508
H -30.4335 6.5168 -16.1767
C -26.5823 0.2394 -17.2708
C -25.2880 -0.4218 -17.8983
C -25.0487 0.0442 -19.3460
O -23.7136 -0.3792 -19.6631
C -23.2870 0.0123 -20.9595
N -24.0368 -0.3270 -17.0671
H -23.3510 -0.0532 -17.7710
H -23.9314 0.5334 -16.5349
H -23.6378 -1.1414 -16.6078
H -26.8109 -0.2949 -16.3528
H -27.4068 0.1850 -17.9851
H -26.5963 1.3283 -17.2074
H -25.4175 -1.5012 -17.9797
H -25.2608 1.0960 -19.5432
H -25.7437 -0.5390 -19.9540
H -23.3675 1.0730 -21.1957
H -23.8383 -0.5924 -21.6827
H -22.2594 -0.3278 -21.0827
C -28.7661 1.7277 -10.6695
C -29.9247 2.4030 -9.8896
C -29.8727 2.2678 -8.3588
O -30.9489 3.0564 -7.8661
C -31.2079 2.9647 -6.4972
N -30.0614 3.8725 -10.3002
H -30.5191 4.0629 -11.1840
H -30.5882 4.4356 -9.6362
H -29.1407 4.2989 -10.3356
H -28.9061 0.6819 -10.9368
H -27.8874 1.8862 -10.0439
H -28.6427 2.2318 -11.6292
H -30.8381 2.0457 -10.3666
H -28.9771 2.7903 -8.0103
H -29.8986 1.2686 -7.9236
H -31.3633 1.9197 -6.2229
H -32.0515 3.5812 -6.1937
H -30.3258 3.2964 -5.9443
N -23.7330 3.1152 -16.0300
O -23.4345 3.1458 -17.2041
O -24.7370 3.6808 -15.6166
O -23.1906 2.2282 -15.3325
N -22.5383 -3.0473 -15.6057
O -22.2219 -1.9317 -15.1249
O -23.4376 -3.2047 -16.3806
O -21.8215 -4.0096 -15.3396
As -25.6822 -0.3265 -13.2143
F -23.9903 0.0254 -12.7544
F -25.5252 0.7056 -14.6278
F -27.3513 -0.7500 -13.5575
F -25.8059 -1.3931 -11.7988
F -26.1879 1.1264 -12.3238
F -25.0526 -1.6902 -14.2103

Forces on atoms 1 to 3 (eV/Å):
C 0.058 0.160 -0.851
C 0.088 -0.392 1.753
C 1.654 1.659 0.479

=====

2.
Density functional theory data (ωB97M-V/def2-TZVPD) for a 7-piece molecular cluster, C24H72BF4N6O6 overall.

Computed properties:
F_max: 1.9 eV/A
E_HOMO: -20.2 eV
charge: +5
energy above the lowest of the compared OMol25 structures with the same formula, charge and spin: 353.7 kJ/mol
orbital gap: 7.98 eV
total energy: -2160.1971 hartree
E_LUMO: -0.4504 Ha

Positions of all 113 atoms, in Å:
B 25.2251 2.8668 -0.3117
F 26.3803 2.0890 -0.1721
F 24.3448 2.2137 -1.2205
F 24.6090 3.1006 0.9607
F 25.6234 4.1106 -0.8464
C 19.6935 3.6145 -3.9504
C 20.4923 2.3406 -4.2249
C 21.1388 2.2790 -5.5993
O 20.1635 2.2652 -6.5761
C 19.7739 0.9566 -6.9946
N 21.5883 2.2240 -3.1242
H 22.3667 2.8650 -3.2413
H 21.0679 2.2831 -2.2486
H 21.9491 1.2666 -3.0926
H 19.1771 3.5210 -2.9985
H 19.0045 3.6746 -4.7941
H 20.3651 4.4691 -4.0570
H 19.8989 1.4422 -4.0455
H 21.8145 1.4064 -5.6459
H 21.8180 3.1234 -5.7887
H 18.9363 1.1043 -7.6794
H 19.3270 0.3597 -6.1934
H 20.5386 0.4420 -7.5754
C 25.5744 7.4293 -0.9049
C 24.0957 7.4291 -0.5797
C 23.1714 8.2216 -1.4573
O 21.8772 7.7932 -1.1171
C 20.7920 8.3959 -1.8167
N 23.5552 5.9856 -0.4691
H 22.7757 6.0058 0.1860
H 23.2040 5.7418 -1.3938
H 24.2521 5.3098 -0.1354
H 25.9570 8.4441 -0.8354
H 25.7460 6.9902 -1.8922
H 26.1370 6.7815 -0.2293
H 23.9780 7.7955 0.4440
H 23.3786 8.1041 -2.5327
H 23.2445 9.2977 -1.2613
H 20.4847 9.3035 -1.2947
H 19.9317 7.7296 -1.8035
H 21.0256 8.6213 -2.8585
C 21.0833 1.8599 3.1610
C 21.5447 2.9048 4.1415
C 21.6902 2.4588 5.5590
O 22.2321 3.4980 6.3107
C 22.7054 3.0783 7.5828
N 22.7837 3.6143 3.6692
H 22.7204 4.0657 2.7583
H 23.2009 4.3107 4.3020
H 23.5672 2.9585 3.5710
H 20.1388 1.4551 3.5264
H 21.7848 1.0487 2.9620
H 20.8051 2.3071 2.2009
H 20.7842 3.6916 4.1676
H 22.3244 1.5558 5.6563
H 20.7415 2.0989 5.9791
H 23.0880 3.9558 8.1014
H 23.5615 2.3937 7.5620
H 21.9000 2.6519 8.1826
C 28.8745 4.5930 1.2014
C 28.7966 3.3074 1.9935
C 29.8989 3.1544 3.0216
O 29.6960 1.9937 3.8106
C 29.8473 0.7595 3.1322
N 27.4734 3.3552 2.8043
H 26.7722 2.6501 2.5680
H 27.6136 3.2252 3.8158
H 26.9473 4.2211 2.6748
H 29.7409 4.6181 0.5365
H 29.0925 5.4162 1.8890
H 28.0089 4.7822 0.5658
H 28.6271 2.4231 1.3869
H 29.8319 3.9620 3.7522
H 30.8791 3.0702 2.5448
H 29.7869 -0.0451 3.8629
H 30.8426 0.7055 2.6848
H 29.0250 0.5768 2.4252
C 24.1352 -0.9701 -1.2983
C 24.5395 -1.1746 0.1428
C 23.5913 -2.0334 0.9739
O 23.7288 -3.3394 0.5837
C 22.9152 -4.2411 1.3351
N 25.9058 -1.8125 0.2480
H 26.1306 -2.0571 1.2165
H 25.9434 -2.6862 -0.2908
H 26.6377 -1.1826 -0.0835
H 23.2252 -0.3789 -1.3587
H 24.0393 -1.9127 -1.8362
H 24.8840 -0.3688 -1.8263
H 24.6102 -0.2118 0.6526
H 22.5808 -1.6038 0.8807
H 23.8455 -1.8356 2.0343
H 21.8750 -3.9043 1.2906
H 23.1965 -4.3265 2.3897
H 22.9516 -5.2543 0.9461
C 28.8561 2.0425 -3.5380
C 27.4551 1.9872 -4.1226
C 26.8491 0.6111 -4.2843
O 25.5209 0.7585 -4.6729
C 24.9488 -0.4535 -5.1658
N 26.4717 2.8825 -3.3916
H 26.0226 2.4658 -2.5584
H 26.8705 3.7711 -3.0851
H 25.6984 3.0962 -4.0242
H 29.2854 1.0423 -3.6167
H 28.9266 2.2988 -2.4784
H 29.4800 2.7456 -4.0838
H 27.4776 2.3679 -5.1453
H 26.9481 -0.0328 -3.3931
H 27.4797 0.1165 -5.0353
H 24.8689 -1.2214 -4.3856
H 25.5940 -0.8644 -5.9437
H 23.9456 -0.2722 -5.5382

Forces on atoms 1 to 3 (eV/Å):
B 0.224 -0.327 0.204
F -0.269 -0.128 0.244
F 0.150 0.539 0.438

=====

3.
Density functional theory data (ωB97M-V/def2-TZVPD) for C24H74CaN12O6P4 as an isolated structure.

Computed properties:
F_max: 3.7 eV/A
E_HOMO: -6.9 eV
charge: 0
energy above the lowest of the compared OMol25 structures with the same formula, charge and spin: 460.0 kJ/mol
orbital gap: 7.66 eV
total energy: -4110.5395 hartree
E_LUMO: 0.0281 Ha

Positions of all 121 atoms, in Å:
Ca 0.1737 -0.1101 -0.0510
O -1.5461 -0.5810 1.2868
H -2.4075 -1.0205 1.1481
O 1.5278 0.0141 -1.8760
H 1.9760 0.2094 -2.7219
O 0.9542 -2.2775 0.3190
P 0.9200 -3.7710 0.3248
N 0.7745 -4.3426 -1.2748
C 0.9852 -3.3367 -2.4318
C 0.5798 -5.7681 -1.6086
N -0.3346 -4.4391 1.2664
C -1.6842 -4.7884 0.7212
C -0.2863 -4.1155 2.6885
N 2.2337 -4.6945 0.9299
C 2.1045 -6.1905 1.1371
C 3.4954 -4.0876 1.1468
H 0.1655 -2.6279 -2.5491
H 1.1493 -3.9193 -3.3383
H 1.9485 -2.8371 -2.3289
H 0.2482 -6.4149 -0.7963
H 1.4526 -6.2100 -2.0891
H -0.2872 -5.9091 -2.2540
H -2.3390 -3.9258 0.8450
H -1.6826 -5.3061 -0.2380
H -1.9818 -5.5188 1.4736
H 0.7117 -3.9521 3.0952
H -0.8372 -3.1766 2.7456
H -0.7598 -4.7813 3.4100
H 2.7034 -6.5625 1.9684
H 1.1236 -6.5622 1.4334
H 2.4709 -6.8312 0.3351
H 4.0555 -4.5560 1.9561
H 3.3997 -3.0021 1.1225
H 4.0978 -4.3015 0.2639
O 1.8580 0.4078 1.7355
P 2.2673 0.9239 3.0624
N 3.7388 1.8742 3.0553
C 4.7332 1.8505 2.0223
C 4.3413 2.4738 4.3719
N 2.6518 -0.3275 4.1962
C 1.5506 -1.1215 4.9488
C 3.9777 -0.9551 4.0405
N 1.0849 1.8945 3.8110
C 1.2656 2.6402 5.0221
C -0.2651 1.7908 3.3052
H 4.4965 2.7325 1.4272
H 4.5917 0.9496 1.4253
H 5.7802 1.7916 2.3196
H 5.3876 2.1694 4.3941
H 3.8326 2.0311 5.2282
H 4.2071 3.5555 4.3749
H 1.7892 -2.1851 4.9548
H 1.3706 -0.5889 5.8826
H 0.6075 -1.0701 4.4047
H 4.2573 -1.3836 5.0030
H 3.9185 -1.5941 3.1594
H 4.8294 -0.3125 3.8174
H 1.9582 2.1663 5.7177
H 1.6458 3.6537 4.8937
H 0.3311 2.6288 5.5831
H -0.7152 2.7829 3.2699
H -0.8534 1.1608 3.9722
H -0.3113 1.3963 2.2901
O 0.0507 2.3064 0.1455
P -0.0628 3.5917 -0.5509
N -1.6573 4.1693 -0.3000
C -2.3308 4.0668 0.9678
C -2.1978 5.0138 -1.2678
N 0.1490 3.6914 -2.2438
C 1.4360 4.0211 -2.6903
C -0.4599 2.6899 -3.1007
N 0.8387 4.7739 0.2060
C 0.7177 6.2022 0.0050
C 1.8221 4.3401 1.2410
H -2.8064 3.0982 1.1220
H -2.9842 4.9188 1.1559
H -1.5018 4.2069 1.6616
H -3.2877 5.0081 -1.2520
H -1.8827 4.7921 -2.2874
H -1.9900 6.0837 -1.2514
H 1.6793 3.9857 -3.7522
H 1.6718 5.0291 -2.3490
H 2.0672 3.3260 -2.1367
H -0.5690 3.2284 -4.0421
H 0.0412 1.7220 -3.1148
H -1.4781 2.6832 -2.7117
H -0.0109 6.6197 -0.6899
H 0.4667 6.7650 0.9042
H 1.5915 6.6654 -0.4533
H 2.5142 3.6398 0.7734
H 1.3001 3.8738 2.0765
H 2.4833 5.1633 1.5119
O -1.4629 -0.4660 -1.8093
P -2.6363 -0.5714 -2.7110
N -4.0528 0.3604 -2.2907
C -5.4136 -0.0327 -2.6519
C -3.8722 1.6781 -1.8190
N -3.2739 -2.1392 -2.7142
C -2.8109 -3.1646 -3.6018
C -3.8340 -2.6581 -1.5843
N -2.3402 -0.3122 -4.4243
C -3.2349 0.0193 -5.4814
C -0.9499 -0.3037 -4.8408
H -6.0836 -0.0583 -1.7926
H -5.4184 -0.9357 -3.2624
H -5.9002 0.6275 -3.3698
H -3.8749 2.2508 -2.7465
H -2.8421 1.7656 -1.4737
H -4.7381 1.9916 -1.2359
H -1.7363 -3.3436 -3.5684
H -3.2363 -4.0871 -3.2066
H -3.1186 -2.9442 -4.6240
H -3.0848 -2.9677 -0.8557
H -4.3368 -1.7966 -1.1448
H -4.4943 -3.5042 -1.7749
H -2.8348 0.6971 -6.2355
H -3.5206 -0.8495 -6.0745
H -4.1760 0.4165 -5.1009
H -0.3749 -0.7923 -4.0542
H -0.5604 0.6770 -5.1141
H -0.8299 -0.8747 -5.7615

Forces on atoms 1 to 3 (eV/Å):
Ca 0.494 0.054 -0.358
O -0.659 -0.338 -0.068
H 0.789 0.488 0.132

=====

4.
Density functional theory data (ωB97M-V/def2-TZVPD) for a 10-piece molecular cluster, C24H74N6O10 overall.

Computed properties:
F_max: 3.1 eV/A
E_HOMO: -9.0 eV
charge: 0
energy above the lowest of the compared OMol25 structures with the same formula, charge and spin: 64.6 kJ/mol
structure (SMILES): COC[C@H](C)N.COC[C@H](C)N.COC[C@H](C)N.COC[C@H](C)N.COC[C@H](C)N.COC[C@H](C)N.O.O.O.O
orbital gap: 9.64 eV
total energy: -2039.6328 hartree
E_LUMO: 0.0233 Ha

Positions of all 114 atoms, in Å:
C 1.9062 2.5304 0.4565
O 3.1219 1.8124 0.3685
C 3.1928 1.0391 -0.8203
C 4.2787 -0.0031 -0.7476
C 5.6561 0.6390 -0.6742
N 4.1852 -0.6037 -2.0854
H 1.6805 2.7416 1.4885
H 1.0632 1.8973 0.1240
H 1.8935 3.4977 -0.0663
H 2.2422 0.5636 -1.1161
H 3.4538 1.6433 -1.7018
H 4.1859 -0.7032 0.0873
H 5.8239 1.4379 -1.4174
H 6.3587 -0.1994 -0.7036
H 5.7417 1.1337 0.3085
H 5.0515 -1.1649 -2.1501
H 3.4085 -1.2675 -2.0905
C -2.9040 7.6857 1.0110
O -2.5563 6.3858 1.4097
C -2.7264 5.4606 0.3335
C -2.2347 4.0699 0.7765
C -2.4314 3.0101 -0.3021
N -2.8681 3.5801 2.0390
H -2.8468 8.3619 1.8729
H -3.9114 7.7639 0.5500
H -2.1991 8.0499 0.2542
H -3.7990 5.3838 0.1198
H -2.2187 5.8731 -0.5053
H -1.1316 4.1118 0.9265
H -1.6768 2.1917 -0.1943
H -2.2112 3.4259 -1.2599
H -3.4543 2.6535 -0.3541
H -3.8404 3.3091 1.9757
H -2.8271 4.2492 2.7546
C -4.3252 -0.9651 -0.7967
O -4.2630 -0.3621 -2.1188
C -3.1159 -0.7734 -2.8464
C -3.0752 -0.1875 -4.2127
C -4.3347 -0.4521 -5.0583
N -1.8992 -0.8706 -4.8389
H -5.3554 -0.8090 -0.4349
H -3.6016 -0.4827 -0.1376
H -4.1429 -2.0562 -0.8256
H -2.2356 -0.3999 -2.3208
H -2.9671 -1.8173 -2.9087
H -2.9552 0.8529 -4.1151
H -4.4837 -1.5374 -5.2953
H -4.1600 -0.0375 -6.0489
H -5.2882 -0.1491 -4.5745
H -2.3189 -1.7053 -5.2690
H -1.5762 -0.2831 -5.5995
C -0.4769 -6.5298 -4.6527
O -0.3921 -5.1057 -4.5209
C 0.9450 -4.6353 -4.8707
C 0.9747 -3.1195 -4.5988
C 2.5079 -2.7491 -4.6619
N 0.4329 -2.7801 -3.3173
H -0.2303 -6.8614 -5.6389
H -1.5531 -6.7456 -4.5263
H 0.0996 -6.9723 -3.8673
H 1.6024 -5.0913 -4.1349
H 1.3232 -4.8126 -5.8553
H 0.3647 -2.6653 -5.3912
H 3.0098 -3.2749 -3.8338
H 2.7043 -1.6882 -4.5026
H 2.9099 -3.0657 -5.6080
H -0.2629 -3.4479 -3.0548
H -0.0363 -1.8753 -3.4091
C -0.2386 -3.0752 3.1927
O -1.0045 -1.8473 3.0634
C -1.0905 -1.0544 4.2398
C -1.7593 0.2846 3.9502
C -3.1862 0.1274 3.5169
N -1.0145 1.0896 2.9589
H -0.8024 -3.8073 3.8082
H 0.7012 -2.8161 3.6612
H -0.1803 -3.4931 2.1782
H -1.6489 -1.5368 5.1120
H -0.0659 -0.8523 4.5750
H -1.7121 0.7212 4.9530
H -3.2185 -0.4790 2.6007
H -3.6236 1.1259 3.2756
H -3.7699 -0.4183 4.2540
H -0.2470 1.4679 3.5370
H -1.6005 1.8838 2.6155
C 1.7314 3.1890 4.9247
O 1.7950 1.8194 4.6024
C 3.1332 1.4894 3.9838
C 3.1668 0.0203 3.7723
C 4.5857 -0.4387 3.3948
N 2.1505 -0.2691 2.7383
H 2.2284 3.3420 5.8921
H 0.7531 3.6409 5.0700
H 2.1973 3.8171 4.1306
H 3.2642 1.9878 3.0307
H 3.9311 1.8885 4.6173
H 2.7973 -0.5472 4.6199
H 4.5827 -1.3493 2.8146
H 5.2421 -0.6721 4.2564
H 5.1707 0.3124 2.8390
H 2.4581 0.2223 1.9219
H 1.2744 0.2015 2.9957
O -2.6619 -2.9972 0.7765
H -2.5086 -3.9658 0.8822
H -2.2335 -2.6076 1.5296
O 1.5593 -1.8923 -0.7135
H 1.0527 -2.2159 -1.4638
H 1.0727 -1.1772 -0.3098
O 3.1321 -2.8164 1.3948
H 2.5124 -2.2504 1.9108
H 2.8008 -2.5802 0.4973
O -0.3728 -0.0705 0.3019
H -0.5846 0.2383 1.2025
H -1.0007 -0.7446 0.0730

Forces on atoms 1 to 3 (eV/Å):
C -0.661 -0.320 -0.160
O -0.569 -0.002 -0.083
C 0.017 0.192 -0.343

=====

Q: Which of these has the highest total energy?
A: C24H74N6O10

=====

Q: Which formula does entry 2 have?
A: C24H72BF4N6O6